No. 1
ORCA calculation (the ωB97M-V functional and the def2-TZVPD basis) on C42H58BeN2PSSi3 as an isolated structure.

Each line ends with the Löwdin charge.
CARTESIAN COORDINATES (ANGSTROEM)
Be 0.69 -0.70 -0.62  0.103
C 0.35 -5.80 -2.32  -0.207
Si 1.22 -4.87 -3.68  0.502
C 0.24 -5.09 -5.27  -0.178
C 2.91 -5.64 -3.94  -0.181
C 1.46 -3.03 -3.43  -0.232
C 2.08 -2.33 -4.45  -0.086
C 2.31 -0.95 -4.38  -0.061
C 1.87 -0.29 -3.26  -0.126
N 1.25 -0.93 -2.27  -0.004
C 1.06 -2.27 -2.31  -0.642
S 0.31 -2.81 -0.85  0.786
H 0.30 -6.86 -2.59  0.031
H -0.67 -5.43 -2.17  0.024
H 0.87 -5.70 -1.37  0.014
H 0.21 -6.14 -5.55  0.029
H 0.69 -4.53 -6.09  0.023
H -0.78 -4.73 -5.14  0.035
H 2.82 -6.72 -4.04  0.027
H 3.57 -5.43 -3.09  0.034
H 3.39 -5.25 -4.84  0.024
H 2.42 -2.86 -5.34  0.100
H 2.80 -0.41 -5.18  0.100
H 2.00 0.78 -3.14  0.108
C 2.93 -3.59 1.91  -0.103
N 2.33 -2.77 2.94  -0.264
C 1.47 -3.57 3.79  -0.116
C 1.57 -1.66 2.37  -0.189
C 2.42 -0.66 1.60  -0.243
C 3.63 -0.28 2.17  -0.078
C 4.40 0.72 1.60  -0.108
C 3.93 1.38 0.46  -0.109
C 2.73 0.96 -0.11  -0.131
C 1.95 -0.09 0.41  -0.130
H 3.49 -4.41 2.38  0.078
H 3.62 -3.00 1.31  0.082
H 2.18 -4.02 1.23  0.060
H 2.05 -4.35 4.28  0.076
H 0.65 -4.05 3.22  0.087
H 1.01 -2.94 4.55  0.080
H 1.11 -1.12 3.21  0.120
H 0.75 -2.01 1.73  0.058
H 3.96 -0.77 3.07  0.110
H 5.35 1.01 2.04  0.092
H 4.49 2.19 0.02  0.094
H 2.39 1.48 -1.00  0.076
C -0.86 1.55 -3.32  -0.184
Si -2.33 0.87 -2.35  0.340
C -3.52 2.34 -2.20  -0.200
C -3.22 -0.23 -3.61  -0.202
C -1.91 0.18 -0.74  -0.370
Si -2.96 -1.06 0.06  0.326
C -2.16 -1.84 1.58  -0.193
C -4.56 -0.26 0.69  -0.197
C -3.59 -2.52 -0.97  -0.204
H -1.19 2.28 -4.06  0.027
H -0.35 0.74 -3.86  0.006
H -0.12 2.04 -2.67  0.004
H -3.84 2.70 -3.18  0.020
H -3.05 3.18 -1.66  0.015
H -4.42 2.06 -1.64  0.010
H -3.28 0.26 -4.59  0.018
H -4.25 -0.45 -3.29  0.015
H -2.71 -1.19 -3.74  0.018
H -0.84 -0.02 -0.58  -0.096
H -1.59 -1.10 2.16  0.019
H -1.49 -2.65 1.31  -0.015
H -2.93 -2.26 2.24  0.025
H -4.37 0.35 1.58  0.014
H -5.30 -1.02 0.95  0.020
H -5.00 0.39 -0.07  0.011
H -2.78 -2.96 -1.56  -0.001
H -4.38 -2.21 -1.66  0.009
H -4.01 -3.31 -0.32  0.019
C -4.24 4.87 2.10  -0.101
C -4.23 3.67 1.42  -0.082
C -3.04 3.00 1.20  -0.114
C -1.83 3.52 1.67  -0.362
C -1.84 4.73 2.36  -0.086
C -3.04 5.41 2.57  -0.096
P -0.32 2.51 1.36  1.152
C 0.84 3.90 0.96  -0.363
C 1.62 4.63 1.84  -0.103
C 2.41 5.68 1.39  -0.091
C 2.43 6.02 0.05  -0.105
C 1.65 5.30 -0.85  -0.090
C 0.87 4.24 -0.40  -0.107
C 0.13 2.12 3.10  -0.356
C -0.87 1.83 4.04  -0.089
C -0.53 1.38 5.31  -0.094
C 0.80 1.20 5.66  -0.105
C 1.79 1.46 4.73  -0.089
C 1.46 1.90 3.46  -0.123
H -5.16 5.41 2.27  0.093
H -5.16 3.25 1.05  0.101
H -3.00 2.06 0.65  0.048
H -0.92 5.16 2.72  0.099
H -3.03 6.35 3.11  0.094
H 1.61 4.39 2.90  0.096
H 3.01 6.24 2.10  0.097
H 3.04 6.84 -0.30  0.093
H 1.65 5.55 -1.90  0.098
H 0.27 3.67 -1.10  0.085
H -1.91 1.96 3.78  0.102
H -1.32 1.17 6.03  0.096
H 1.06 0.85 6.65  0.093
H 2.83 1.30 4.98  0.102
H 2.24 2.07 2.73  0.089

Calculated values
Total charge: -1
E_HOMO, eV: -3.50
Multiplicity: 1
Kohn-Sham gap, eV: 5.89

No. 2
ORCA calculation (the ωB97M-V functional and the def2-TZVPD basis) on C42H58BrN3O4Re as an isolated structure.

Each line ends with the Mulliken spin population.
CARTESIAN COORDINATES (ANGSTROEM)
Re -1.14 0.06 0.60  2.348
C -1.64 1.05 3.52  0.041
N -0.79 0.05 2.83  0.006
C -1.01 -1.27 3.47  0.020
C 0.64 0.46 2.97  0.013
C 1.53 -0.26 1.98  -0.002
N 1.10 -0.08 0.56  0.034
C 1.61 1.19 -0.05  0.069
C 1.34 2.46 0.70  -0.025
C 2.41 3.23 1.14  -0.001
C 2.21 4.45 1.76  0.014
C 0.89 4.88 1.87  -0.008
C -0.22 4.15 1.43  -0.008
C 0.02 2.88 0.89  0.046
O -0.98 2.03 0.58  0.140
C -1.61 4.83 1.58  -0.003
C -1.89 5.10 3.07  0.001
C -1.56 6.17 0.84  0.001
C -2.80 4.05 1.01  -0.004
C 3.34 5.31 2.33  0.000
C 4.71 4.67 2.08  0.000
C 3.33 6.70 1.67  0.001
C 3.15 5.46 3.84  0.001
C 1.58 -1.22 -0.29  -0.028
C 0.71 -1.78 -1.40  0.070
C 1.15 -2.99 -1.93  -0.005
C 0.51 -3.61 -2.98  0.002
C -0.58 -2.93 -3.54  0.001
C -1.06 -1.72 -3.05  -0.024
C -0.43 -1.17 -1.93  0.081
O -0.92 -0.03 -1.35  0.087
C -2.21 -0.97 -3.76  0.002
C -1.66 0.36 -4.29  0.001
C -3.40 -0.70 -2.82  -0.011
C -2.74 -1.77 -4.95  -0.001
C 1.00 -4.96 -3.49  0.001
C 2.42 -4.81 -4.05  0.000
C 0.11 -5.52 -4.60  0.000
C 1.01 -5.97 -2.33  0.000
H -1.34 1.13 4.57  0.003
H -2.68 0.74 3.45  -0.001
H -1.54 2.02 3.03  -0.008
H -0.80 -1.19 4.54  0.001
H -0.37 -2.03 3.02  -0.001
H -2.04 -1.57 3.32  -0.003
H 0.99 0.25 3.98  -0.001
H 0.70 1.53 2.82  -0.005
H 1.52 -1.33 2.20  0.001
H 2.56 0.09 2.12  -0.002
H 1.15 1.24 -1.04  -0.006
H 2.69 1.09 -0.18  0.000
H 3.42 2.86 0.97  0.000
H 0.70 5.85 2.32  -0.001
H -1.14 5.75 3.52  0.000
H -1.90 4.16 3.64  0.000
H -2.87 5.57 3.19  0.000
H -0.80 6.85 1.24  0.000
H -2.53 6.67 0.92  0.000
H -1.35 6.01 -0.22  0.000
H -2.99 3.11 1.54  -0.003
H -2.66 3.81 -0.04  0.001
H -3.69 4.67 1.11  0.001
H 4.91 4.56 1.01  0.000
H 4.79 3.69 2.55  0.000
H 5.49 5.31 2.49  0.000
H 3.44 6.61 0.59  0.000
H 4.16 7.30 2.05  0.000
H 2.40 7.23 1.87  0.000
H 3.16 4.48 4.33  0.000
H 2.21 5.95 4.08  0.000
H 3.96 6.06 4.27  0.000
H 1.83 -2.05 0.37  -0.003
H 2.52 -0.90 -0.74  0.001
H 2.03 -3.45 -1.48  0.000
H -1.09 -3.38 -4.38  -0.001
H -1.30 0.99 -3.48  0.000
H -2.46 0.91 -4.82  -0.001
H -0.84 0.19 -5.00  0.000
H -3.19 0.09 -2.11  0.005
H -3.67 -1.60 -2.25  0.003
H -4.27 -0.40 -3.42  -0.001
H -1.97 -1.97 -5.69  0.000
H -3.53 -1.19 -5.43  0.000
H -3.18 -2.72 -4.63  0.000
H 2.45 -4.07 -4.86  0.000
H 2.78 -5.77 -4.44  0.000
H 3.12 -4.48 -3.27  0.000
H 0.10 -4.88 -5.48  0.000
H -0.93 -5.64 -4.25  0.000
H 0.48 -6.50 -4.90  0.000
H 1.66 -5.65 -1.51  0.000
H 1.38 -6.95 -2.68  0.000
H 0.00 -6.10 -1.93  0.000
N -4.28 0.34 1.20  0.212
C -3.16 0.20 0.89  -0.195
Br 2.39 -6.00 1.41  0.000
C 0.58 -5.76 0.90  -0.001
C -0.20 -6.87 0.58  0.001
C -1.52 -6.67 0.19  0.000
C -2.05 -5.39 0.13  0.002
C -1.26 -4.29 0.46  -0.003
C 0.06 -4.48 0.85  0.008
C -1.86 -2.91 0.39  0.002
O -2.98 -2.74 -0.03  0.020
O -1.02 -1.96 0.77  0.120
H 0.23 -7.86 0.63  0.000
H -2.13 -7.52 -0.07  0.000
H -3.07 -5.21 -0.18  0.000
H 0.68 -3.63 1.10  -0.005

Calculated values
Energy relative to the best compared isomer or geometry (same formula, charge and spin), eV: 0.048
E_HOMO (spin up / spin down), eV: -7.85 / -8.11
Multiplicity: 4
Kohn-Sham gap (spin up / spin down), eV: 8.04 / 7.62

No. 3
ORCA calculation (the ωB97M-V functional and the def2-TZVPD basis) on C42H58N9OPtS2Si as an isolated structure.

Each line ends with the Löwdin charge.
CARTESIAN COORDINATES (ANGSTROEM)
Pt 0.52 -0.37 0.19  0.905
S 0.59 0.67 7.33  1.075
C 1.35 2.13 7.78  -0.395
C 1.63 2.91 6.70  -0.163
C 1.23 2.31 5.48  -0.113
C 0.65 1.08 5.66  -0.483
C 0.11 0.17 4.64  -0.172
C 0.32 0.45 3.27  -0.082
N -0.10 -0.30 2.27  0.007
C -0.88 -1.39 2.59  -0.130
C -1.11 -1.76 3.92  -0.120
C -1.92 -2.92 4.21  0.000
C -2.52 -3.62 3.23  -0.003
C -2.37 -3.20 1.86  -0.119
C -3.03 -3.85 0.80  0.068
C -2.90 -3.39 -0.49  -0.174
C -2.08 -2.26 -0.68  -0.079
N -1.42 -1.66 0.29  0.047
C -1.56 -2.11 1.55  -0.156
C -3.57 -4.01 -1.64  -0.475
C -4.47 -5.03 -1.64  -0.107
C -4.90 -5.39 -2.95  -0.164
C -4.32 -4.64 -3.91  -0.402
S -3.25 -3.48 -3.25  1.042
C -0.57 -0.97 4.94  0.043
H 1.54 2.33 8.82  0.073
H 2.11 3.87 6.77  0.109
H 1.36 2.78 4.52  0.096
H 0.87 1.34 2.99  0.071
H -2.05 -3.20 5.25  0.124
H -3.14 -4.47 3.45  0.123
H -3.64 -4.72 1.02  0.128
H -1.97 -1.82 -1.66  0.069
H -4.82 -5.52 -0.75  0.114
H -5.61 -6.18 -3.15  0.111
H -4.47 -4.69 -4.98  0.070
H -0.76 -1.26 5.97  0.111
C -0.38 -1.44 -6.36  0.002
N -0.38 -1.14 -4.94  -0.069
C 0.43 -1.83 -3.96  -0.014
C 0.09 -1.03 -2.72  -0.498
O 0.63 -1.30 -1.62  -0.186
N -0.85 -0.13 -2.96  0.194
C -1.08 -0.21 -4.29  -0.383
N -1.95 0.62 -4.87  0.235
H 0.65 -1.59 -6.69  0.102
H -0.79 -0.61 -6.92  0.088
H -0.95 -2.34 -6.57  0.099
H 1.50 -1.79 -4.19  0.137
H 0.13 -2.88 -3.84  0.146
H -2.43 1.28 -4.27  0.126
H -2.24 0.53 -5.82  0.112
C 4.85 1.05 -1.83  -0.084
C 3.35 1.15 -1.53  -0.599
C 3.02 2.63 -1.28  -0.099
C 2.60 0.79 -2.81  -0.108
Si 2.86 0.04 0.01  0.728
C 3.66 -1.74 -0.15  -0.602
C 5.14 -1.75 0.25  -0.091
C 3.60 -2.31 -1.58  -0.100
C 2.92 -2.75 0.74  -0.112
C 3.51 0.94 1.60  -0.586
C 4.97 1.42 1.59  -0.085
C 3.37 -0.01 2.80  -0.099
C 2.65 2.20 1.84  -0.127
H 5.10 1.77 -2.62  0.092
H 5.14 0.06 -2.19  0.062
H 5.48 1.28 -0.98  0.062
H 3.14 3.18 -2.22  0.090
H 3.68 3.09 -0.55  0.062
H 1.98 2.77 -0.95  0.063
H 2.96 1.43 -3.63  0.092
H 1.53 0.97 -2.70  0.060
H 2.76 -0.25 -3.11  0.053
H 5.75 -1.10 -0.38  0.070
H 5.53 -2.77 0.13  0.090
H 5.31 -1.47 1.29  0.058
H 4.19 -1.73 -2.29  0.063
H 2.58 -2.38 -1.95  0.051
H 4.02 -3.32 -1.56  0.088
H 3.02 -2.52 1.81  0.064
H 3.35 -3.74 0.58  0.086
H 1.85 -2.80 0.51  0.049
H 5.69 0.63 1.37  0.066
H 5.22 1.82 2.58  0.093
H 5.13 2.23 0.88  0.066
H 4.15 -0.78 2.80  0.069
H 2.42 -0.53 2.84  0.046
H 3.49 0.55 3.73  0.091
H 3.00 3.04 1.25  0.065
H 2.73 2.50 2.89  0.076
H 1.61 2.05 1.57  0.020
C -0.70 3.45 0.97  -0.186
N -1.67 4.54 0.84  -0.082
C -2.86 4.17 1.61  -0.168
N -3.45 2.91 1.14  -0.083
C -2.44 1.86 1.25  -0.190
N -1.23 2.17 0.48  -0.107
C -1.63 2.35 -0.92  -0.209
N -2.62 3.41 -1.09  -0.086
C -2.04 4.66 -0.57  -0.170
C -3.79 3.07 -0.28  -0.173
H -0.42 3.34 2.02  0.118
H 0.20 3.70 0.39  0.115
H -3.60 4.97 1.52  0.127
H -2.59 4.06 2.66  0.126
H -2.85 0.92 0.89  0.118
H -2.17 1.75 2.31  0.118
H -2.04 1.40 -1.28  0.093
H -0.74 2.57 -1.51  0.116
H -2.77 5.46 -0.67  0.126
H -1.16 4.91 -1.15  0.126
H -4.22 2.14 -0.65  0.123
H -4.53 3.87 -0.38  0.125

Calculated values
Total charge: +1
Energy relative to the best compared isomer or geometry (same formula, charge and spin), eV: 0.000
E_HOMO, eV: -10.01
Multiplicity: 1
Kohn-Sham gap, eV: 6.99

No. 4
ORCA calculation (the ωB97M-V functional and the def2-TZVPD basis) on C42H59Cl3NO6PRuSi4Te as an isolated structure.

Each line ends with the Mulliken spin population.
CARTESIAN COORDINATES (ANGSTROEM)
Ru -0.30 -0.73 0.98  0.925
N -1.59 -2.64 0.70  0.037
C -1.49 -3.60 -0.42  -0.002
C -0.70 -2.87 -1.50  0.013
C 0.66 -2.63 -0.86  -0.038
O 1.38 -3.61 -0.63  0.009
O 0.95 -1.40 -0.54  -0.078
H -1.73 -3.08 1.60  -0.002
H -2.40 -2.05 0.54  -0.003
H -2.49 -3.90 -0.75  0.001
H -0.95 -4.49 -0.09  -0.002
H -1.20 -1.93 -1.74  -0.001
H -0.58 -3.45 -2.42  -0.001
Cl 0.17 3.24 0.65  0.005
C -0.64 3.31 2.17  -0.010
C -1.33 4.48 2.46  -0.001
C -2.01 4.60 3.66  0.001
C -1.97 3.56 4.57  -0.001
C -1.27 2.40 4.28  0.001
C -0.59 2.24 3.07  -0.018
P 0.37 0.69 2.72  0.030
C 2.04 1.41 2.55  -0.043
C 2.46 2.47 3.36  0.004
C 3.69 3.07 3.15  0.003
C 4.50 2.65 2.10  0.001
C 4.08 1.61 1.28  0.003
C 2.87 0.98 1.51  0.010
C 0.26 -0.08 4.39  0.010
C 1.27 0.05 5.35  -0.003
C 1.14 -0.57 6.58  0.000
C 0.00 -1.31 6.88  -0.001
C -1.01 -1.42 5.93  0.000
C -0.89 -0.81 4.69  0.003
H -1.35 5.28 1.73  0.000
H -2.56 5.50 3.88  0.000
H -2.50 3.64 5.51  0.000
H -1.26 1.61 5.01  0.001
H 1.81 2.84 4.15  0.001
H 4.00 3.89 3.79  0.000
H 5.45 3.14 1.92  0.000
H 4.70 1.30 0.45  0.000
H 2.53 0.17 0.87  0.072
H 2.17 0.60 5.12  0.000
H 1.94 -0.48 7.31  0.000
H -0.10 -1.80 7.84  0.000
H -1.91 -1.99 6.16  0.000
H -1.67 -0.90 3.95  0.003
C 4.30 -2.35 -1.29  0.001
Si 4.16 -4.00 -0.40  -0.001
C 3.45 -5.37 -1.47  0.000
C 5.92 -4.62 -0.05  0.000
Si 3.20 -3.72 1.74  0.001
Te 1.17 -2.43 2.58  -0.018
Si 2.47 -5.82 2.51  -0.002
C 2.14 -5.75 4.36  -0.002
C 0.90 -6.30 1.59  0.001
C 3.79 -7.13 2.19  0.000
Si 4.90 -2.91 3.16  0.001
C 6.04 -4.32 3.68  0.000
C 4.21 -2.11 4.72  -0.004
C 5.95 -1.61 2.28  0.000
H 4.77 -2.48 -2.27  0.000
H 4.93 -1.66 -0.71  0.000
H 3.32 -1.89 -1.42  -0.001
H 3.90 -5.31 -2.47  0.000
H 2.37 -5.30 -1.57  0.000
H 3.72 -6.35 -1.06  0.000
H 6.43 -4.83 -1.00  0.000
H 5.90 -5.56 0.52  0.000
H 6.54 -3.91 0.50  0.000
H 1.46 -4.92 4.59  0.001
H 3.07 -5.59 4.93  0.000
H 1.69 -6.68 4.71  0.000
H 0.25 -5.43 1.50  -0.001
H 0.37 -7.09 2.13  0.000
H 1.14 -6.66 0.58  0.000
H 4.73 -6.89 2.70  0.000
H 4.01 -7.21 1.11  0.000
H 3.46 -8.11 2.53  0.000
H 5.51 -5.04 4.31  0.000
H 6.90 -3.94 4.25  0.000
H 6.44 -4.86 2.81  0.000
H 3.52 -2.78 5.24  0.000
H 3.65 -1.21 4.45  0.002
H 5.03 -1.84 5.39  0.000
H 6.50 -2.03 1.43  0.000
H 6.69 -1.18 2.97  0.000
H 5.32 -0.80 1.91  0.000
Cl -5.69 -0.07 1.45  0.000
C -4.25 0.36 0.49  -0.001
Cl -3.94 -0.86 -0.75  0.000
C -3.10 0.69 1.48  0.006
O -3.24 1.79 2.00  -0.001
O -2.23 -0.22 1.74  0.011
H -4.49 1.28 -0.04  0.000
C 1.08 6.09 -2.96  0.000
C 0.57 4.69 -2.73  0.001
C -0.79 4.42 -2.71  0.000
C -1.27 3.14 -2.44  0.005
C -2.76 2.88 -2.41  0.000
C -0.36 2.11 -2.17  0.006
C 1.01 2.35 -2.21  -0.002
C 2.01 1.25 -2.02  -0.013
C 1.45 3.64 -2.49  -0.001
C -0.95 0.75 -1.83  -0.029
O -1.46 0.08 -2.72  0.005
O -0.99 0.45 -0.57  0.081
H 0.40 6.66 -3.60  0.000
H 2.07 6.08 -3.43  0.000
H 1.18 6.63 -2.02  0.000
H -1.50 5.22 -2.90  0.000
H -3.32 3.80 -2.58  0.000
H -3.05 2.47 -1.43  0.000
H -3.04 2.14 -3.16  0.000
H 2.24 0.77 -2.98  0.000
H 1.65 0.46 -1.36  0.023
H 2.95 1.64 -1.62  0.001
H 2.52 3.83 -2.51  0.000

Calculated values
Total charge: -1
Energy relative to the best compared isomer or geometry (same formula, charge and spin), eV: 0.983
E_HOMO (spin up / spin down), eV: -4.58 / -4.55
Multiplicity: 2
Kohn-Sham gap (spin up / spin down), eV: 6.68 / 6.49

One value per record, in order, for electronic energy: -3367.6861, -4752.8453, -3408.3429, -5385.1330 hartree.